C6H11N | ωB97M-V/def2-TZVPD

```
18
Properties=species:S:1:pos:R:3:forces:R:3:lowdin_charge:R:1
H -0.81278 -2.12577 -0.01923 0.0 0.4 -0.1 0.059
N 0.18610 -2.02031 0.14734 0.0 -0.8 0.2 0.149
C 0.63152 -0.85027 -0.01698 0.0 0.1 0.1 -0.424
C 2.10029 -0.62458 0.17850 0.0 -0.1 0.1 -0.044
C -0.17429 0.33152 -0.41591 -0.4 0.1 -0.2 -0.274
C 0.34784 1.10535 -1.59393 0.0 0.0 0.1 -0.056
C -1.28938 0.69113 0.21706 0.1 -0.1 0.1 -0.113
C -1.87660 0.05083 1.43151 0.0 0.0 0.0 -0.097
H 2.57711 -0.42401 -0.77906 0.1 0.1 -0.1 0.078
H 2.54451 -1.51495 0.61347 0.0 0.0 0.0 0.077
H 2.26716 0.23077 0.83055 0.1 0.1 0.0 0.086
H 0.58029 0.43330 -2.41935 0.1 0.0 -0.1 0.086
H -0.38801 1.83215 -1.93036 0.0 0.0 0.0 0.076
H 1.25948 1.63851 -1.32567 0.1 0.0 -0.1 0.079
H -1.83363 1.55664 -0.14381 0.1 0.1 -0.1 0.105
H -1.20841 -0.69039 1.86221 0.0 0.0 0.1 0.065
H -2.82251 -0.43218 1.18193 -0.1 -0.1 0.1 0.077
H -2.08868 0.81229 2.18173 -0.1 0.0 0.1 0.073
```
Positions in Å, forces in eV/Å.

For the HOMO-LUMO gap, the calculation gives 10.21 eV. Its structure (SMILES) is [H]/N=C(C)\C(C)=C/C. The relative energy (zero: lowest compared OMol25 entry of this formula, charge and spin) is 16.0 kcal/mol. As for the total charge: 0. As for the lowest unoccupied orbital energy: 1.00 eV. The multiplicity is 1.

---

C6H11N | ωB97M-V/def2-TZVPD

```
18
Properties=species:S:1:pos:R:3:forces:R:3:lowdin_charge:R:1
C -1.70954 0.64841 -0.19299 0.1 -0.8 -1.0 0.008
C -0.53460 0.21033 0.59081 0.2 -0.1 -0.3 -0.453
C -0.72506 -1.19722 1.15165 0.2 -0.1 0.0 -0.075
C 0.53624 0.39914 -0.53294 0.4 0.1 0.2 -0.400
C 1.90463 0.85291 -0.09552 0.3 0.0 0.1 -0.060
C 0.56356 -0.86215 -1.33115 1.5 -0.4 0.0 -0.313
N 1.23632 -1.70202 -1.78014 -1.1 0.3 0.0 0.187
H -1.08601 -0.59851 -1.42308 -1.7 2.0 1.0 0.215
H -1.75385 1.76150 -0.24850 0.1 -0.9 -1.0 0.085
H -2.68616 0.20568 -0.15271 -0.2 -0.3 0.6 0.043
H -0.20776 0.89717 1.38849 -0.4 0.0 -0.2 0.143
H -1.24055 -1.15677 2.11716 0.2 0.0 -0.1 0.082
H 0.21908 -1.73327 1.27153 0.0 0.0 0.1 0.082
H -1.35632 -1.78274 0.47166 0.2 0.1 0.0 0.077
H 0.13334 1.11779 -1.26135 0.2 0.0 0.4 0.120
H 2.56422 0.94249 -0.96044 0.0 0.0 0.1 0.086
H 1.80390 1.84131 0.36478 0.1 -0.1 0.0 0.085
H 2.33857 0.15595 0.62272 0.1 0.1 0.0 0.088
```
Positions in Å, forces in eV/Å.

For the HOMO-LUMO gap, the calculation gives 8.70 eV. The relative energy (zero: lowest compared OMol25 entry of this formula, charge and spin) is 103.0 kcal/mol. As for the total charge: 0. As for the lowest unoccupied orbital energy: -0.36 eV. The multiplicity is 1.

---

Quick rundown of E_HOMO, same order as above: -9.21 -9.07 eV